# 1
Formula: C3H2N2O2
Source: the OMol25 dataset
Level of theory: wB97M-V/def2-TZVPD

Properties
2S+1 ... 1
Net charge ... 0
LUMO level (alpha / beta) ... -1.724 / -0.655 eV
Relative energy (zero: lowest compared OMol25 entry of this formula, charge and spin) ... 231.6 kcal/mol
Gap between HOMO and LUMO (alpha / beta) ... 8.110 / 8.106 eV
Molecular weight ... 98.06 g mol⁻¹

```
9
Properties=species:S:1:pos:R:3:mulliken_charge:R:1
C -0.53 -0.02 -0.50 -0.1660
C 0.89 -0.47 -0.45 0.0405
O -2.50 -1.05 -2.87 -0.0417
N 1.57 -1.25 -1.18 -0.4087
C -1.11 -1.09 -2.69 -0.3295
N -1.24 -0.38 -1.55 0.3610
O -2.66 -0.45 -1.59 -0.1383
H -1.05 0.34 0.49 0.3217
H 1.56 -0.14 0.33 0.3610
```

---

# 2
Formula: C24H38N2O20
Source: the OMol25 dataset
Level of theory: wB97M-V/def2-TZVPD

Properties
2S+1 ... 1
Net charge ... 0
SMILES ... O=C1OCCO1.O=C1OCCO1.O=C1OCCO1.O=C1OCCO1.O=C1OCCO1.O=C1OCCO1.CN(C)C=O.CN(C)C=O
LUMO level ... -0.022 eV
Relative energy (zero: lowest compared OMol25 entry of this formula, charge and spin) ... 27.9 kcal/mol
Gap between HOMO and LUMO ... 9.844 eV
Molecular weight ... 674.56 g mol⁻¹

```
84
Properties=species:S:1:pos:R:3:mulliken_charge:R:1
N 6.23 0.28 1.16 0.2045
H 3.41 2.31 -1.53 0.0856
C -1.03 -1.16 0.88 -0.7399
O -6.03 -1.01 -1.92 -0.3473
C -2.81 -4.18 -2.27 0.2078
H -1.06 2.06 0.25 -0.0660
O 4.25 1.25 0.42 -0.5599
H 2.17 2.19 2.45 -0.3910
C 0.61 2.66 4.00 -0.1369
H -4.33 0.17 -1.45 0.0896
H 6.21 1.15 3.06 0.3347
H -3.06 3.31 0.04 0.0971
O -5.38 6.36 -0.28 -0.5325
H 1.04 -7.45 -1.15 0.2941
H 0.94 -0.22 -0.91 0.4222
C 1.35 -6.59 -0.55 -0.3567
N -0.58 0.12 0.47 0.3720
O -5.80 -3.24 -1.96 -0.6607
H -0.59 -1.33 1.86 0.3013
C -4.74 5.45 -0.68 0.5983
C 1.59 1.75 3.27 1.0909
H -2.99 -6.03 -3.56 0.3695
O -2.56 1.06 1.13 -0.7233
O -3.14 -1.95 -4.90 -0.5926
C 6.53 1.34 2.05 -0.7168
C 5.03 0.29 0.41 0.0094
C 2.33 2.10 5.39 0.5951
H -3.34 -4.20 -1.30 0.3150
C 7.03 -0.85 1.15 -0.9142
H -4.44 -5.19 -3.12 0.2302
C 3.19 3.38 -1.49 -0.1101
H 5.95 2.21 1.76 0.0130
H -0.40 2.29 3.87 0.2373
O 2.55 1.39 4.30 -0.3948
O 2.77 4.00 0.71 -0.3303
O 0.83 -4.29 -0.24 -0.2230
H 1.49 0.11 0.68 0.4488
H 3.91 5.20 -0.61 0.3052
H 7.03 -1.48 2.05 0.3226
C -4.03 3.60 -1.83 0.3614
H -2.12 -1.04 1.05 0.0880
H 0.53 3.67 3.56 0.1965
C -3.01 4.00 -0.79 0.1901
H -4.26 -0.43 0.74 -0.0620
O -2.88 -2.88 -2.87 -0.3182
C 0.29 -5.64 0.07 -0.1461
H 1.10 0.87 2.83 -0.3104
H 7.60 1.53 2.04 0.3486
H 2.12 -6.86 0.19 0.2408
O 3.05 2.27 6.31 -0.5529
H -6.06 0.81 -1.29 0.3320
H 3.39 3.90 -2.45 0.3157
O -3.35 -4.22 -4.53 -0.3805
H -1.77 -4.40 -2.03 -0.1653
C 0.73 0.38 -0.04 -1.0800
H 0.81 1.41 -0.43 -0.0036
C -5.20 -0.62 0.19 -0.0035
H -0.83 -1.94 0.15 0.3112
O 1.74 3.57 -1.21 -0.3479
H -1.98 3.99 -1.18 0.1247
H -6.05 -0.58 0.87 0.2513
C -5.67 -2.15 -1.37 0.6991
H 4.74 3.80 0.22 0.0971
C 1.71 -4.43 -1.26 0.6977
C -1.45 1.10 0.62 0.6751
H -0.63 -5.80 -0.46 0.1475
H 0.21 -5.66 1.18 0.3211
C -3.10 -2.95 -4.20 0.6577
H -4.40 2.58 -1.70 -0.3430
H 8.04 -0.69 0.84 0.3495
O -5.13 4.47 -1.49 -0.3537
O -5.15 -2.04 -0.19 -0.3485
O 1.12 2.66 5.35 -0.3756
O 2.18 -3.52 -1.86 -0.5329
C 3.80 4.15 -0.24 -0.2256
H -3.68 3.78 -2.84 0.2728
H 6.65 -1.47 0.31 0.2566
O -3.43 5.31 -0.36 -0.4021
C -5.36 0.00 -1.17 -0.0282
C -3.38 -5.05 -3.33 -0.3947
H 4.78 -0.56 -0.21 0.4045
O 2.08 -5.68 -1.43 -0.3750
O 0.50 3.73 0.72 -0.4148
C 1.58 3.79 0.12 0.6773
```

---

# 3
Formula: CH4N2O2
Source: the OMol25 dataset
Level of theory: wB97M-V/def2-TZVPD

Properties
2S+1 ... 1
Net charge ... 0
LUMO level (alpha / beta) ... 0.161 / 0.146 eV
Relative energy (zero: lowest compared OMol25 entry of this formula, charge and spin) ... 111.6 kcal/mol
Gap between HOMO and LUMO (alpha / beta) ... 8.973 / 9.004 eV
Molecular weight ... 76.05 g mol⁻¹

```
9
Properties=species:S:1:pos:R:3:mulliken_charge:R:1
C -0.23 0.47 -0.03 -0.6138
O 3.10 -0.73 -0.02 -0.5429
H -0.42 -0.58 0.00 0.2568
N 1.85 -0.64 -0.18 0.1909
O 1.86 1.60 0.22 -0.5885
H -0.54 1.07 -0.92 0.2607
H 1.14 -1.39 -0.19 0.2407
H -0.67 1.00 0.78 0.2846
N 1.21 0.48 -0.01 0.5115
```

---

# 4
Formula: C34H52ClN3SSi3Ta
Source: the OMol25 dataset
Level of theory: wB97M-V/def2-TZVPD

Properties
2S+1 ... 1
Net charge ... +1
LUMO level ... -3.070 eV
Relative energy (zero: lowest compared OMol25 entry of this formula, charge and spin) ... 1.7 kcal/mol
Gap between HOMO and LUMO ... 6.899 eV
Molecular weight ... 835.54 g mol⁻¹

```
95
Properties=species:S:1:pos:R:3:mulliken_charge:R:1
H 1.18 -3.56 3.12 0.4911
H -2.16 3.82 -2.16 0.4912
H -2.36 1.33 -4.78 0.4128
C -2.89 3.43 2.67 -0.7555
N -0.03 1.22 1.73 1.2769
H 5.13 0.20 1.37 0.3803
C 1.56 2.02 -3.87 -1.1275
H 2.80 -5.03 1.38 0.5139
H 5.05 -4.64 0.44 0.4110
H -3.31 -1.95 -0.84 0.3883
H 5.22 0.03 -0.37 0.5864
C 2.54 -2.20 -2.33 -0.1068
C -3.82 -0.09 1.42 -1.0103
H -3.15 1.07 5.07 0.5182
H -1.23 3.23 -0.08 -0.2779
H -0.42 3.56 -2.05 0.4492
H 0.58 3.06 3.57 0.3249
H 1.14 -1.77 -4.89 0.3852
C -2.60 1.08 -0.75 0.5298
H -0.41 -3.53 -0.84 0.6508
C 3.97 -1.42 0.60 1.8055
Cl 1.62 2.31 -0.50 -0.3624
H -0.14 3.99 1.06 0.2131
N -1.87 0.28 0.08 0.7691
Si -1.22 -1.59 -2.16 0.9319
H -3.35 4.36 2.35 0.4555
C 3.14 0.02 3.25 -2.4880
H 2.20 -0.44 -5.34 0.4547
H 2.74 -0.17 4.25 0.4960
C 1.25 2.21 3.68 -2.1548
H -4.26 -0.59 2.26 0.4374
H 1.55 -2.58 -2.56 -0.2667
Si -1.76 1.43 -2.43 0.0009
S 2.50 -0.42 -1.91 -0.0553
H 1.07 1.76 4.65 0.2914
H -1.24 3.53 -3.62 0.4720
H 2.28 2.60 3.69 0.6153
C -0.96 -2.70 -3.66 -1.4892
H -1.01 -2.32 0.25 0.4564
H 0.32 -2.36 2.15 0.1137
H -1.73 4.70 0.75 0.5167
H -1.28 -2.20 -4.58 0.3109
H 3.19 -2.32 -3.19 0.4830
H -0.40 0.03 4.92 0.4096
H 0.62 -2.20 -0.46 -0.8826
C -3.40 2.75 3.77 -1.0854
C -3.08 -1.73 -1.88 -1.2889
C 4.81 -2.50 0.38 -0.9782
C -2.49 -0.29 1.12 -0.1025
H -3.34 0.14 -3.93 0.3827
H 0.48 -0.33 -5.67 0.3155
C -1.32 3.25 -2.57 -1.6811
N 1.74 -0.56 1.19 1.3729
H -1.88 -0.94 1.74 0.2057
C 2.00 0.26 2.30 1.3371
H -1.60 -3.57 -3.52 0.4286
H 3.75 -0.83 2.98 0.3791
C 0.96 -3.24 2.10 -2.0165
C 4.39 -3.80 0.62 -1.1906
H 0.40 -4.05 1.62 0.4722
C 2.25 -2.96 1.37 1.5782
C -2.78 1.60 4.20 -0.9426
C -3.91 1.39 -0.44 -0.9883
C 4.55 -0.03 0.48 -1.6919
H 2.20 2.49 -3.14 0.3397
C -2.93 1.14 -3.86 -1.2465
C 1.09 1.23 2.55 1.0329
H -3.68 -0.87 -2.17 0.2688
C 1.22 -0.69 -4.94 -1.4047
C 3.12 -4.02 1.13 -0.9549
C 2.65 -1.67 1.03 -1.3598
Ta 0.44 0.37 -0.10 0.3433
C -1.67 1.09 3.53 1.9938
H -5.57 1.04 0.88 0.4972
H -1.81 -0.88 4.40 0.4476
H 2.95 -2.74 -1.48 -0.0283
H 0.05 -3.07 -3.82 0.4256
Si 1.04 0.29 -3.36 0.3690
H 5.82 -2.32 0.04 0.5113
H 3.79 0.90 3.33 0.4351
H -0.41 -0.68 3.32 0.2398
H 0.72 2.69 -4.05 0.2978
H 2.11 1.94 -4.80 0.5158
C -1.78 2.96 1.99 0.9054
C -1.04 -0.18 4.06 -2.2093
H -3.75 1.86 -3.85 0.4085
C -1.19 3.76 0.87 -1.0788
H -4.26 3.14 4.30 0.4337
C -4.53 0.82 0.65 -0.8814
H -4.46 2.06 -1.10 0.5347
C -0.43 0.14 -2.23 0.6929
C -1.19 1.76 2.40 -1.0473
H -3.45 -2.58 -2.47 0.5435
C -0.43 -2.45 -0.67 -0.7010
H 3.79 0.74 0.36 0.1034
```

---

# 5
Formula: C22H20ClHgN5O2
Source: the OMol25 dataset
Level of theory: wB97M-V/def2-TZVPD

Properties
2S+1 ... 2
Net charge ... -1
LUMO level (alpha / beta) ... 2.865 / 2.848 eV
Relative energy (zero: lowest compared OMol25 entry of this formula, charge and spin) ... 33.0 kcal/mol
Gap between HOMO and LUMO (alpha / beta) ... 3.629 / 6.729 eV
Molecular weight ... 622.48 g mol⁻¹

```
51
Properties=species:S:1:pos:R:3:mulliken_charge:R:1
H 2.12 -4.77 2.41 0.2783
C 1.62 1.81 -0.92 -0.2773
C 1.98 -2.84 1.43 0.7073
C -3.28 -1.33 1.00 -0.4000
C -2.27 -1.02 0.09 -0.3506
C 2.04 3.15 -1.09 -0.4206
H 4.18 1.89 0.12 0.4676
H -4.96 -0.18 3.69 0.3736
N -1.15 -2.43 -1.59 -0.5325
C -2.93 -3.02 -2.81 -0.9740
H -4.06 -1.68 3.94 0.2680
N 2.57 -0.35 -1.67 -0.8284
H -5.32 -1.61 2.70 0.3605
O 1.70 -1.68 1.76 -0.6227
H 1.59 5.90 -2.34 0.2786
H 1.14 6.37 -0.70 0.3679
H 4.03 -1.83 -2.05 0.4150
H 2.31 -3.37 3.51 0.2871
H -0.93 1.59 1.76 0.5011
Cl 4.31 -3.91 2.38 -0.2393
C -3.48 -0.61 2.16 0.5054
H -3.55 -3.48 -3.57 0.3886
C -4.52 -1.04 3.18 -1.5098
C 3.94 1.06 -0.53 -0.4209
H 2.75 5.71 -1.02 0.3474
H -0.88 4.80 -0.76 0.3441
H -4.30 -1.73 -1.61 0.4760
N -2.25 -1.81 -1.11 0.5639
O 1.82 -3.37 0.29 -0.6819
H -2.73 1.05 3.31 0.3408
C 0.23 1.56 -0.66 0.4773
C 1.18 4.23 -1.03 0.4400
N 2.64 0.86 -0.97 0.5397
N -0.30 0.28 -0.49 -0.7196
C -3.34 -2.15 -1.83 -0.1954
H 3.09 3.32 -1.30 0.4878
C -0.61 2.68 -0.64 -0.1107
C 1.69 5.63 -1.28 -1.5388
C -1.56 -3.16 -2.62 -0.3993
Hg 0.86 -1.53 -0.90 1.1538
H -1.67 2.50 -0.48 0.4478
C -2.62 0.46 2.40 -0.9955
C 2.53 -3.77 2.52 -0.5211
C 4.70 -0.01 -0.95 -0.8288
C -1.36 0.05 0.33 0.8406
C 3.83 -0.86 -1.62 -0.3861
H -3.91 -2.18 0.79 0.4317
H 5.74 -0.18 -0.76 0.4004
C -0.17 3.98 -0.80 -1.0262
C -1.60 0.77 1.53 0.0318
H -0.84 -3.72 -3.19 0.4575
```

---

# 6
Formula: C3H6N4O
Source: the OMol25 dataset
Level of theory: wB97M-V/def2-TZVPD

Properties
2S+1 ... 1
Net charge ... 0
LUMO level ... 0.716 eV
Relative energy (zero: lowest compared OMol25 entry of this formula, charge and spin) ... 98.0 kcal/mol
Gap between HOMO and LUMO ... 9.612 eV
Molecular weight ... 114.11 g mol⁻¹

```
14
Properties=species:S:1:pos:R:3:mulliken_charge:R:1
C -1.50 -0.71 -0.11 -0.5280
H -1.74 -1.18 -1.20 0.2280
H -2.37 0.97 -0.34 0.3307
O 0.75 -0.98 -0.38 -0.3577
C 1.94 -0.06 -0.07 0.4945
N -0.02 1.19 -0.08 -0.6573
H -2.69 0.39 1.22 0.3082
N 3.04 -0.66 0.23 -0.6213
H 1.78 1.93 -0.14 0.2293
C -0.28 -0.09 -0.05 0.5498
N -2.61 0.01 0.13 -0.6503
H -1.39 -1.79 0.47 0.2666
N 1.28 1.08 -0.28 0.1636
H 3.81 -0.10 0.62 0.2439
```

---

# 7
Formula: C7H13OPS2
Source: the OMol25 dataset
Level of theory: wB97M-V/def2-TZVPD

Properties
2S+1 ... 1
Net charge ... 0
LUMO level ... 0.385 eV
Relative energy (zero: lowest compared OMol25 entry of this formula, charge and spin) ... 29.6 kcal/mol
Gap between HOMO and LUMO ... 8.848 eV
Molecular weight ... 208.29 g mol⁻¹

```
24
Properties=species:S:1:pos:R:3:mulliken_charge:R:1
C 2.38 0.59 -0.27 1.0782
H -1.09 -1.37 -0.72 0.2267
C 2.48 0.29 1.25 -1.4732
H 0.61 3.66 -1.06 0.4802
C 1.88 -0.68 -0.99 -0.8869
H -3.41 -2.35 -0.70 0.3880
C -3.10 -1.57 0.05 -0.5106
S -1.34 -0.11 1.48 -0.1413
H -1.15 -2.40 0.68 0.3794
H 2.36 1.04 1.99 0.4056
S -3.83 -0.04 -0.37 -0.2445
H 2.23 -0.77 -2.14 0.3187
H -3.63 -1.81 0.98 0.3040
H 2.16 -1.55 -0.41 0.3836
H 1.74 -0.40 1.52 0.3360
O -1.94 2.54 1.23 -0.5014
H 0.81 -0.63 -1.07 -0.0524
H 3.49 -0.10 1.42 0.3562
C 1.64 1.77 -0.51 -0.4238
P -1.72 1.50 0.26 0.3845
H -3.46 0.17 -1.72 0.1808
H 3.43 0.79 -0.58 0.1572
C 1.02 2.81 -0.63 -0.6261
C -1.56 -1.41 0.31 -0.5190
```